# C16H14N6O

C16H14N6O in the gas phase (wB97M-V/def2-TZVPD, OMol25).

Computed properties:
Lowest unoccupied orbital energy: 0.36 eV
Orbital gap: 9.026 eV
Net charge: 0
SMILES string: O=C(Cn1nnc(-c2ccncc2)n1)N1CCc2ccccc21

Last column: Löwdin charge in e.
Element x y z (Å)
1 O -0.997 -2.681 0.043  0.08
2 C -1.392 -1.577 -0.270  -0.42
3 C -0.633 -0.759 -1.331  -0.02
4 N 0.504 -0.120 -0.745  -0.17
5 N 0.440 0.953 0.010  0.07
6 N 1.634 1.222 0.393  0.10
7 C 2.436 0.280 -0.145  -0.30
8 C 3.870 0.224 0.042  -0.17
9 C 4.626 -0.798 -0.528  -0.01
10 C 5.994 -0.793 -0.311  -0.14
11 N 6.617 0.127 0.405  0.05
12 C 5.894 1.094 0.946  -0.14
13 C 4.521 1.196 0.800  -0.01
14 N 1.724 -0.577 -0.874  0.20
15 N -2.521 -1.051 0.250  0.03
16 C -3.400 -1.931 1.026  -0.10
17 C -4.815 -1.404 0.763  -0.09
18 C -4.550 0.003 0.313  -0.16
19 C -5.428 1.054 0.171  -0.03
20 C -4.934 2.291 -0.223  -0.09
21 C -3.578 2.464 -0.434  -0.08
22 C -2.682 1.410 -0.298  -0.02
23 C -3.187 0.166 0.039  -0.16
24 H -1.277 -0.018 -1.806  0.12
25 H -0.248 -1.472 -2.064  0.14
26 H 4.146 -1.564 -1.116  0.11
27 H 6.627 -1.564 -0.731  0.10
28 H 6.448 1.822 1.524  0.10
29 H 3.957 1.995 1.252  0.11
30 H -3.243 -2.962 0.709  0.12
31 H -3.138 -1.851 2.085  0.14
32 H -5.439 -1.442 1.654  0.12
33 H -5.314 -1.971 -0.027  0.12
34 H -6.479 0.919 0.376  0.11
35 H -5.608 3.126 -0.336  0.10
36 H -3.197 3.439 -0.696  0.10
37 H -1.624 1.591 -0.394  0.07

***

# C15H26IO2P2SeTi

A molecular structure, C15H26IO2P2SeTi (wB97M-V/def2-TZVPD, OMol25).

Computed properties:
Lowest unoccupied orbital energy (alpha / beta): -8.65 / -10.11 eV
Multiplicity: 2
Orbital gap (alpha / beta): 6.373 / 4.840 eV
Net charge: +2

Last column: Löwdin spin population.
Element x y z (Å)
1 C -0.037 0.177 -3.848  0.01
2 C -0.039 0.998 -2.602  0.03
3 H -0.034 0.843 -4.722  0.00
4 H -0.931 -0.468 -3.920  0.00
5 H 0.857 -0.467 -3.916  0.00
6 O -0.036 2.192 -2.488  0.02
7 I -0.108 -3.737 -0.983  0.25
8 Ti -0.054 -0.793 -1.050  -0.10
9 P 2.394 -0.421 -0.883  0.01
10 C 3.045 0.892 0.200  0.00
11 C 3.215 -1.911 -0.228  0.01
12 H 4.271 -1.682 -0.033  0.00
13 H 4.317 0.118 -2.253  0.00
14 H 3.131 -2.723 -0.959  0.00
15 H 3.181 -0.987 -3.099  0.00
16 H 2.658 0.783 1.221  0.00
17 H 2.725 -2.231 0.700  0.01
18 C 3.258 -0.102 -2.453  0.00
19 H 4.143 0.829 0.216  0.00
20 H 2.802 0.751 -2.969  0.00
21 H 2.739 1.872 -0.184  0.00
22 P -2.494 -0.346 -0.895  0.02
23 C -3.102 1.009 0.158  0.00
24 C -3.343 -0.036 -2.475  0.01
25 H -3.314 -2.620 -0.928  0.00
26 H -4.400 -1.523 -0.005  0.00
27 H -2.867 -2.117 0.717  0.01
28 C -3.357 -1.795 -0.209  0.01
29 H -3.273 -0.931 -3.108  0.00
30 H -4.400 0.198 -2.286  0.00
31 H -4.196 0.935 0.235  0.00
32 H -2.829 1.973 -0.287  0.00
33 H -2.874 0.805 -3.001  0.00
34 H -2.661 0.954 1.161  0.00
35 C -0.029 0.947 -0.001  0.00
36 O -0.004 1.958 0.595  -0.01
37 Se -0.064 -1.752 1.399  0.61
38 C 0.054 -0.358 2.780  0.06
39 C -1.116 0.221 3.275  0.02
40 C -1.026 1.219 4.253  0.00
41 C 0.232 1.607 4.739  0.00
42 C 1.400 1.000 4.254  0.00
43 C 1.309 -0.004 3.282  0.01
44 H -2.084 -0.120 2.905  0.00
45 H -1.937 1.687 4.633  0.00
46 H 0.301 2.379 5.503  0.00
47 H 2.379 1.296 4.634  0.00
48 H 2.199 -0.521 2.922  0.00

***

# C3H3LiO2Zn

A molecular structure, C3H3LiO2Zn (wB97M-V/def2-TZVPD, OMol25).

Computed properties:
Lowest unoccupied orbital energy (alpha / beta): -4.32 / -5.99 eV
Multiplicity: 2
Orbital gap (alpha / beta): 8.569 / 7.766 eV
Net charge: +1

Last column: Löwdin spin population.
Element x y z (Å)
1 H 1.256 -0.254 1.807  0.00
2 O -0.154 -0.264 -1.283  0.21
3 C -0.214 -0.343 0.044  0.02
4 C -1.040 0.342 0.862  0.01
5 C 1.142 0.008 0.737  0.01
6 O 2.119 0.244 0.039  0.00
7 Li 1.650 0.117 -1.791  0.05
8 Zn -1.523 -0.105 -2.447  0.69
9 H -1.948 0.826 0.499  0.00
10 H -1.288 -0.571 1.532  0.00

***

Energy above the lowest of the compared OMol25 structures with the same formula, charge and spin, respectively: 16.17; 177.92; 0.00 kJ/mol.
Largest force on an atom, respectively: 1.0; 6.0; 4.5 eV Å⁻¹.